(1)
Here is a molecular structure, C4H6O from the OMol25 dataset. Energies are from ωB97M-V with the def2-TZVPD basis set.

Each line ends with the natural charge from an NBO analysis.
Cartesian coordinates (Å):
1 C 1.19 -0.36 0.46  -0.44
2 C -0.26 0.06 0.70  -0.28
3 C -0.83 0.88 -0.43  -0.05
4 O -0.20 0.06 -1.41  -0.53
5 C 0.09 -0.92 -0.38  0.06
6 H 1.63 -0.84 1.34  0.23
7 H 1.89 0.26 -0.10  0.22
8 H -0.69 -0.06 1.69  0.22
9 H -0.54 1.92 -0.55  0.17
10 H -1.92 0.76 -0.45  0.17
11 H -0.36 -1.76 -0.89  0.23

* gap between HOMO and LUMO: 0.3920 Eh
* ΔE to the lowest compared entry with this formula, charge and spin: 218.4 kJ/mol
* E_HOMO: -9.49 eV
* 2S+1: 1

(2)
Here is a molecular structure, C10H11F4N2S3SbV from the OMol25 dataset. Energies are from ωB97M-V with the def2-TZVPD basis set.

Each line ends with the Mulliken spin population.
Cartesian coordinates (Å):
1 V 0.22 -0.27 0.23  2.13
2 C -1.71 -0.67 -2.29  0.02
3 N -1.47 -1.27 -0.97  -0.08
4 C -1.34 -2.72 -1.13  0.00
5 C -2.59 -0.97 -0.06  0.03
6 C -2.67 0.54 0.27  -0.01
7 N -1.34 1.09 0.10  -0.01
8 C -1.23 2.39 -0.27  0.02
9 C -0.31 2.76 -1.27  -0.02
10 F 0.37 1.77 -1.89  0.01
11 C -0.14 4.06 -1.68  0.00
12 F 0.74 4.34 -2.65  0.00
13 C -0.90 5.09 -1.14  0.00
14 C -1.83 4.75 -0.18  0.00
15 F -2.58 5.72 0.38  0.00
16 C -2.00 3.45 0.25  0.00
17 F -2.89 3.20 1.23  0.00
18 H -2.62 -1.09 -2.74  0.00
19 H -0.86 -0.89 -2.95  0.00
20 H -1.81 0.40 -2.21  0.01
21 H -2.25 -3.14 -1.58  0.00
22 H -1.15 -3.17 -0.16  0.00
23 H -0.49 -2.94 -1.78  0.00
24 H -2.41 -1.54 0.85  0.00
25 H -3.53 -1.31 -0.51  0.00
26 H -3.06 0.65 1.28  -0.01
27 H -3.37 1.04 -0.41  0.00
28 H -0.76 6.11 -1.45  0.00
29 S 4.08 -2.38 2.33  0.02
30 Sb 2.61 -2.04 0.65  0.05
31 S 2.30 0.50 0.46  -0.10
32 S 0.31 -1.91 1.79  -0.07

* ⟨S²⟩: 2.036
* charge: -1
* gap between HOMO and LUMO (alpha / beta): 0.2470 / 0.2494 Eh
* ΔE to the lowest compared entry with this formula, charge and spin: 71.6 kJ/mol
* E_HOMO (alpha / beta): -4.08 / -4.15 eV
* 2S+1: 3

(3)
Here is a single C6H8N2OS3 molecule from the OMol25 dataset. Energies are from ωB97M-V with the def2-TZVPD basis set.

Each line ends with the natural charge from an NBO analysis.
Cartesian coordinates (Å):
1 C -0.06 0.30 1.27  -0.34
2 C 1.18 0.84 1.07  -0.29
3 C -0.81 -0.50 0.50  0.35
4 C 1.05 -1.55 -1.02  -0.19
5 C 1.98 0.61 -0.03  -0.32
6 C 1.38 -0.15 -1.22  -0.65
7 N -4.32 0.52 0.17  -0.96
8 N -1.81 -0.78 -0.18  -0.58
9 O 4.34 0.86 -1.14  -0.91
10 S 1.87 -2.53 0.16  0.14
11 S 3.52 1.25 0.02  1.06
12 S -2.95 0.82 -0.77  0.36
13 H -0.58 0.55 2.17  0.26
14 H 1.52 1.50 1.84  0.23
15 H 2.15 -0.17 -2.17  0.33
16 H 0.53 0.45 -1.69  0.26
17 H -4.58 1.19 0.84  0.38
18 H -5.11 0.26 -0.36  0.37
19 H -1.80 -1.70 -0.53  0.43
20 H 2.51 -1.76 1.07  0.08

* gap between HOMO and LUMO (alpha / beta): 0.2101 / 0.2281 Eh
* ΔE to the lowest compared entry with this formula, charge and spin: 796.7 kJ/mol
* E_HOMO (alpha / beta): -6.61 / -7.05 eV
* 2S+1: 1

(4)
Here is 12 unconnected molecules or ions with the total composition C70H148F15N7O17S5 from the OMol25 dataset. Energies are from ωB97M-V with the def2-TZVPD basis set.

Each line ends with the Mulliken spin population.
Cartesian coordinates (Å):
1 C -7.41 -1.15 -2.97  0.00
2 N -7.18 -2.44 -2.10  0.00
3 C -8.54 -2.80 -1.38  0.00
4 C -6.76 -3.58 -3.04  0.00
5 C -6.08 -2.08 -1.09  0.01
6 C -5.62 -3.21 -0.17  0.00
7 O -4.79 -4.10 -0.81  0.02
8 H -6.59 -0.96 -3.66  0.00
9 H -7.55 -0.31 -2.29  0.00
10 H -8.40 -1.18 -3.44  0.00
11 H -8.78 -1.97 -0.71  0.00
12 H -8.39 -3.80 -0.97  0.00
13 H -9.39 -2.89 -2.05  0.00
14 H -6.97 -4.49 -2.47  0.00
15 H -5.68 -3.65 -3.08  0.00
16 H -7.37 -3.50 -3.94  0.00
17 H -6.56 -1.23 -0.61  0.00
18 H -5.26 -1.61 -1.64  0.00
19 H -6.49 -3.74 0.23  0.00
20 H -5.06 -2.77 0.64  0.00
21 H -4.49 -4.70 -0.12  0.00
22 C 6.78 -6.86 1.34  0.00
23 N 5.52 -6.88 0.44  0.00
24 C 5.77 -6.43 -1.01  0.00
25 C 5.14 -8.40 0.35  0.00
26 C 4.38 -6.09 1.08  0.00
27 C 4.54 -4.64 1.22  0.00
28 O 5.51 -4.22 2.16  0.00
29 H 6.62 -7.09 2.39  0.00
30 H 7.22 -5.88 1.16  0.00
31 H 7.54 -7.53 0.95  0.00
32 H 6.10 -5.40 -1.14  0.00
33 H 4.77 -6.53 -1.44  0.00
34 H 6.52 -6.99 -1.57  0.00
35 H 4.25 -8.52 -0.27  0.00
36 H 4.97 -8.83 1.33  0.00
37 H 5.94 -8.96 -0.14  0.00
38 H 4.16 -6.58 2.03  0.00
39 H 3.55 -6.21 0.38  0.00
40 H 3.57 -4.17 1.37  0.00
41 H 4.66 -4.10 0.28  0.00
42 H 5.65 -3.27 2.09  0.00
43 C 0.48 2.28 -1.51  0.00
44 C 0.96 0.97 -2.07  0.00
45 C 0.04 -0.10 -1.48  0.00
46 C 0.21 -0.38 0.08  0.00
47 N -0.94 -1.27 0.65  0.00
48 C -2.39 -0.61 0.54  0.00
49 C -3.01 -0.84 1.93  0.00
50 C -1.88 -0.56 2.81  0.00
51 C -0.72 -1.30 2.23  0.00
52 C -0.85 -2.71 0.05  0.00
53 C 0.43 -3.53 0.26  0.00
54 C 0.21 -5.02 0.01  0.00
55 H 1.20 2.79 -0.87  0.00
56 H -0.51 2.27 -1.05  0.00
57 H 0.59 2.97 -2.34  0.00
58 H 2.01 0.72 -1.93  0.00
59 H 0.74 0.99 -3.14  0.00
60 H 0.24 -0.99 -2.06  0.00
61 H -0.97 0.24 -1.74  0.00
62 H 0.16 0.59 0.58  0.00
63 H 1.19 -0.83 0.22  0.00
64 H -2.98 -1.03 -0.28  0.00
65 H -2.34 0.47 0.38  0.00
66 H -3.22 -1.90 1.94  -0.01
67 H -3.90 -0.28 2.22  0.00
68 H -2.11 -0.85 3.83  0.00
69 H -1.72 0.51 2.92  0.00
70 H -0.93 -2.34 2.51  0.00
71 H 0.30 -1.04 2.49  0.00
72 H -1.05 -2.59 -1.01  0.00
73 H -1.68 -3.22 0.53  0.00
74 H 0.70 -3.56 1.32  0.00
75 H 1.32 -3.08 -0.19  0.00
76 H -0.74 -5.42 0.37  0.00
77 H 1.02 -5.62 0.43  0.00
78 H 0.30 -5.34 -1.03  0.00
79 C -1.61 0.86 6.15  0.00
80 C -0.24 1.12 5.54  0.00
81 C 0.60 -0.07 5.79  0.00
82 C 1.94 -0.01 5.07  0.00
83 N 3.04 -0.96 5.69  0.00
84 C 3.42 -0.58 7.17  0.00
85 C 4.38 0.60 7.01  0.00
86 C 5.26 0.29 5.83  0.00
87 C 4.44 -0.63 4.92  0.00
88 C 2.72 -2.43 5.56  0.00
89 C 2.33 -2.98 4.18  0.00
90 C 1.61 -4.34 4.23  0.00
91 H -2.08 -0.05 5.77  0.00
92 H -2.28 1.71 6.01  0.00
93 H -1.52 0.71 7.23  0.00
94 H 0.26 1.98 6.00  0.00
95 H -0.37 1.26 4.47  0.00
96 H 0.04 -0.90 5.35  0.00
97 H 0.71 -0.25 6.86  0.00
98 H 2.35 1.00 5.06  0.00
99 H 1.82 -0.32 4.03  0.00
100 H 3.85 -1.43 7.69  0.00
101 H 2.53 -0.35 7.76  0.00
102 H 4.92 0.62 7.95  0.00
103 H 3.84 1.53 6.80  0.00
104 H 6.27 -0.02 6.10  0.00
105 H 5.56 1.14 5.22  0.00
106 H 4.85 -1.60 4.63  0.00
107 H 4.13 -0.08 4.03  0.00
108 H 1.94 -2.50 6.31  0.00
109 H 3.58 -2.99 5.94  0.00
110 H 3.24 -3.04 3.57  0.00
111 H 1.57 -2.36 3.71  0.00
112 H 0.58 -4.27 4.59  0.00
113 H 2.02 -5.14 4.85  0.00
114 H 1.47 -4.69 3.21  0.00
115 C 4.03 3.70 -2.55  0.00
116 C 3.20 4.80 -3.25  0.00
117 C 3.08 6.13 -2.53  0.00
118 C 2.23 6.13 -1.24  0.00
119 N 2.21 7.61 -0.53  0.00
120 C 3.54 7.87 0.28  0.00
121 C 3.47 7.18 1.65  0.00
122 C 1.96 6.96 1.81  0.00
123 C 1.20 7.66 0.67  0.00
124 C 1.89 8.87 -1.50  0.00
125 C 0.56 8.72 -2.23  0.00
126 C 0.59 9.53 -3.56  0.00
127 H 4.16 2.77 -3.09  0.00
128 H 3.70 3.45 -1.54  0.00
129 H 5.00 4.13 -2.28  0.00
130 H 2.24 4.39 -3.58  0.00
131 H 3.72 4.89 -4.21  0.00
132 H 2.59 6.86 -3.17  0.00
133 H 4.05 6.61 -2.44  0.00
134 H 2.67 5.41 -0.55  0.00
135 H 1.19 5.90 -1.48  0.00
136 H 3.62 8.94 0.41  0.00
137 H 4.33 7.45 -0.35  0.00
138 H 4.04 7.70 2.42  0.00
139 H 4.00 6.22 1.64  0.00
140 H 1.58 7.41 2.72  0.00
141 H 1.66 5.91 1.76  0.00
142 H 1.07 8.72 0.88  0.00
143 H 0.30 7.16 0.30  0.00
144 H 2.83 8.80 -2.05  0.00
145 H 1.98 9.72 -0.83  0.00
146 H -0.13 9.11 -1.48  0.00
147 H 0.32 7.71 -2.58  0.00
148 H -0.39 9.69 -4.01  0.00
149 H 1.21 9.12 -4.36  0.00
150 H 0.96 10.55 -3.43  0.00
151 C -9.45 5.61 1.78  0.00
152 C -8.30 6.12 1.01  0.00
153 C -7.06 5.20 1.02  0.00
154 C -5.74 5.98 0.81  0.00
155 N -4.63 5.00 0.46  0.00
156 C -3.37 5.88 0.21  0.00
157 C -2.49 5.13 -0.83  0.00
158 C -3.42 4.14 -1.54  0.00
159 C -4.83 4.41 -1.05  0.00
160 C -4.37 3.87 1.41  0.00
161 C -4.16 4.18 2.91  0.00
162 C -4.18 2.79 3.59  0.00
163 H -10.27 6.32 1.88  0.00
164 H -9.19 5.53 2.84  0.00
165 H -9.75 4.62 1.44  0.00
166 H -8.15 7.16 1.29  0.00
167 H -8.72 6.26 0.01  0.00
168 H -7.20 4.42 0.26  0.00
169 H -7.11 4.67 1.97  0.00
170 H -5.31 6.62 1.59  0.00
171 H -5.86 6.66 -0.02  0.00
172 H -2.96 6.07 1.20  0.00
173 H -3.69 6.83 -0.24  0.00
174 H -1.61 4.68 -0.39  0.00
175 H -2.14 5.87 -1.55  0.00
176 H -3.10 3.10 -1.51  0.00
177 H -3.42 4.33 -2.61  0.00
178 H -5.57 3.62 -0.97  0.00
179 H -5.35 5.24 -1.52  0.00
180 H -3.61 3.24 0.95  0.00
181 H -5.20 3.16 1.38  0.00
182 H -4.93 4.76 3.42  0.00
183 H -3.22 4.71 3.05  0.00
184 H -3.95 2.87 4.65  0.00
185 H -3.52 2.02 3.19  0.00
186 H -5.20 2.40 3.60  0.00
187 C 3.12 1.33 -5.59  0.00
188 C 2.33 0.40 -6.50  0.00
189 C 2.53 -1.17 -6.18  0.00
190 C 1.67 -1.67 -4.96  0.00
191 N 1.91 -3.16 -4.67  0.00
192 C 1.18 -3.98 -5.74  0.00
193 C -0.20 -4.01 -5.24  0.00
194 C -0.11 -4.17 -3.77  0.00
195 C 1.27 -3.67 -3.40  0.00
196 C 3.43 -3.50 -4.56  0.00
197 C 4.16 -2.80 -3.40  0.00
198 C 5.61 -3.17 -3.45  0.00
199 H 4.18 1.08 -5.65  0.00
200 H 2.68 1.06 -4.63  0.00
201 H 2.99 2.40 -5.76  0.00
202 H 2.55 0.54 -7.56  0.00
203 H 1.27 0.66 -6.42  0.00
204 H 3.60 -1.26 -6.01  0.00
205 H 2.13 -1.65 -7.07  0.00
206 H 0.60 -1.61 -5.18  0.00
207 H 2.00 -1.12 -4.08  0.00
208 H 1.67 -4.95 -5.69  0.00
209 H 1.34 -3.70 -6.78  0.00
210 H -0.85 -4.78 -5.65  0.00
211 H -0.78 -3.12 -5.47  0.00
212 H -0.22 -5.20 -3.41  0.00
213 H -0.86 -3.59 -3.22  0.00
214 H 1.74 -4.53 -2.94  0.00
215 H 1.31 -2.85 -2.69  0.00
216 H 3.90 -3.38 -5.54  0.00
217 H 3.34 -4.58 -4.50  0.00
218 H 3.73 -3.09 -2.44  0.00
219 H 4.23 -1.71 -3.47  0.00
220 H 5.70 -4.24 -3.26  0.00
221 H 6.20 -2.72 -2.65  0.00
222 H 6.09 -3.00 -4.41  0.00
223 C -3.73 0.86 -3.75  0.00
224 F -4.77 0.71 -2.94  0.00
225 F -4.10 1.49 -4.90  0.00
226 F -2.68 1.53 -3.22  0.00
227 S -3.09 -0.91 -4.17  0.00
228 O -2.81 -1.54 -2.90  0.00
229 O -4.14 -1.60 -4.93  0.00
230 O -1.85 -0.68 -4.93  0.00
231 C 1.38 3.01 2.55  0.00
232 F 1.84 3.33 3.78  0.00
233 F 2.11 3.61 1.60  0.00
234 F 1.48 1.62 2.54  0.00
235 S -0.56 3.53 2.48  0.00
236 O -0.65 4.91 1.94  0.00
237 O -1.16 2.49 1.58  0.00
238 O -1.10 3.39 3.82  0.00
239 C 0.68 -8.38 -2.68  0.00
240 F -0.27 -7.42 -2.92  0.00
241 F 0.54 -8.82 -1.46  0.00
242 F 0.48 -9.23 -3.66  0.00
243 S 2.45 -7.58 -3.05  0.00
244 O 2.61 -6.49 -2.10  0.00
245 O 3.36 -8.68 -2.68  0.00
246 O 2.49 -7.30 -4.47  0.00
247 C 4.22 0.80 1.04  0.00
248 F 3.10 1.39 0.44  0.00
249 F 5.34 1.02 0.31  0.00
250 F 4.46 1.40 2.19  0.00
251 S 4.09 -1.08 1.19  0.00
252 O 5.28 -1.40 2.00  0.00
253 O 2.80 -1.27 1.89  0.00
254 O 4.07 -1.64 -0.15  0.00
255 C -2.69 -5.44 3.35  -0.01
256 F -2.99 -5.28 4.68  0.00
257 F -2.20 -4.32 2.84  0.00
258 F -1.80 -6.38 3.08  0.00
259 S -4.34 -5.78 2.37  -0.10
260 O -5.29 -4.73 2.80  0.30
261 O -4.12 -5.80 0.91  0.23
262 O -4.68 -7.15 2.86  0.57

* ⟨S²⟩: 0.766
* charge: +3
* gap between HOMO and LUMO (alpha / beta): 0.3026 / 0.0986 Eh
* E_HOMO (alpha / beta): -13.28 / -13.28 eV
* 2S+1: 2

no.,calculated total energy (a.u.),strongest force on any atom (Eh/bohr)
1,-231.140545,0.0425
2,-3275.577862,0.0189
3,-1612.456540,0.0536
4,-7906.208869,0.0795